No. 1
Below is a molecular structure, C44H83BrClF7N9O13P2S2 in a non-equilibrium geometry, with properties calculated with wB97M-V/def2-TZVPD.

Positions of all 162 atoms, in Å:
C 1.9666 5.5386 -5.0324
C 1.7478 5.5113 -3.5195
O 1.0740 4.2639 -3.1728
P 0.0193 4.2721 -1.9777
O -1.3599 4.5729 -2.3733
C 0.1129 2.6091 -1.2666
C -0.0265 1.5683 -2.3933
C 1.3247 1.3163 -3.0922
C 1.9933 -0.0727 -3.0102
C 1.2276 -1.2297 -3.7321
C -0.1810 -0.8580 -4.1773
O -0.4491 -0.1354 -5.0672
O -1.1567 -1.3766 -3.3556
C 3.4269 0.0401 -3.6661
C 3.4290 0.5883 -5.1174
F 3.8406 1.8753 -5.1684
F 2.1817 0.5661 -5.6364
C 4.2272 -0.2652 -6.1664
F 3.8842 -1.5590 -6.0017
F 3.8045 0.1382 -7.3763
C 5.7767 -0.2027 -6.2412
F 6.2489 1.0274 -6.2230
F 6.1401 -0.7720 -7.3948
F 6.3165 -0.9384 -5.2562
C 4.3462 0.7425 -2.6690
Cl 5.9129 1.3027 -3.2925
C 4.6669 -0.1939 -1.4715
P 6.3208 -1.0807 -1.5188
O 7.3254 -0.2231 -0.8656
N 3.4648 -1.0791 -1.1456
S 3.6045 -2.7386 -1.8661
Br 3.5658 -1.3246 0.7750
C 2.1424 -0.4181 -1.4760
C 0.9743 -1.2073 -0.8744
C 0.2595 -0.6506 0.3907
C -1.2716 -0.7503 0.2729
C -1.9977 -1.2996 1.5307
C -3.0015 -0.3190 2.1583
C -2.2659 0.6652 3.0979
C -2.7337 2.0947 2.8625
S -2.0469 3.2355 4.0962
C -3.1472 4.5741 4.0305
N -3.0716 5.6295 4.7699
N -4.1416 6.4378 4.3685
C -4.7452 5.7973 3.4363
O -4.1640 4.6023 3.1497
O 0.5233 5.3138 -0.8794
C 1.8014 5.1008 -0.2555
C 1.6557 4.5964 1.1626
H 1.7919 4.5428 -5.4284
H 2.9766 5.8646 -5.2600
H 1.2562 6.2196 -5.4902
H 2.6925 5.5219 -2.9811
H 1.1407 6.3579 -3.2139
H -0.7183 2.5867 -0.5675
H 1.0638 2.4960 -0.7408
H -0.7027 2.0149 -3.1226
H -0.5384 0.6757 -2.0502
H 1.2498 1.6603 -4.1112
H 2.0157 2.0196 -2.6214
H 1.1585 -2.1113 -3.1057
H 1.7578 -1.5587 -4.6236
H -1.1813 -2.3365 -3.4647
H 3.7967 -0.9854 -3.7581
H 3.8884 1.6426 -2.2744
H 4.8010 0.4622 -0.6151
H 6.5687 -1.4248 -2.8548
H 6.1430 -2.2816 -0.8233
H 3.0593 -3.4592 -0.8375
H 2.2147 0.5398 -0.9555
H 1.2920 -2.2166 -0.6060
H 0.1957 -1.3644 -1.6075
H 0.6020 0.3523 0.6497
H 0.5450 -1.2817 1.2321
H -1.5351 -1.4160 -0.5472
H -1.7200 0.2178 0.0492
H -2.5458 -2.1946 1.2338
H -1.2851 -1.6164 2.2918
H -3.5330 0.2320 1.3841
H -3.7152 -0.8842 2.7506
H -1.2031 0.6211 2.8464
H -2.3690 0.3644 4.1372
H -3.8159 2.1564 2.8002
H -2.3417 2.4173 1.8963
H -5.6204 6.0973 2.8912
H 2.3204 6.0572 -0.2390
H 2.4253 4.4221 -0.8437
H 0.9037 3.8154 1.2428
H 2.6053 4.1836 1.5041
H 1.3860 5.4037 1.8362
C -3.0236 -3.9463 -1.5953
O -2.1215 -3.3916 -0.9787
N -4.1633 -3.3611 -1.9693
C -5.1907 -4.0731 -2.7044
C -4.3746 -1.9589 -1.6239
H -2.9515 -5.0043 -1.9010
H -5.3699 -3.5911 -3.6669
H -6.1186 -4.0765 -2.1353
H -4.8742 -5.0999 -2.8789
H -3.5851 -1.3523 -2.0715
H -4.3415 -1.8318 -0.5427
H -5.3431 -1.6368 -1.9880
C 2.0299 -5.7444 0.0032
O 2.1317 -4.5167 0.0413
N 2.7787 -6.5814 0.7131
C 2.6056 -8.0236 0.6384
C 3.8006 -6.0374 1.5972
H 1.2814 -6.2419 -0.6280
H 2.3477 -8.4222 1.6194
H 3.5267 -8.4957 0.2963
H 1.8069 -8.2630 -0.0592
H 3.3453 -5.3836 2.3406
H 4.5241 -5.4545 1.0263
H 4.3124 -6.8534 2.0979
C -1.8238 3.1244 8.5115
O -1.1053 2.3618 9.1291
N -2.3858 4.2343 9.0264
C -3.2409 5.0924 8.2294
C -2.1225 4.5686 10.4158
H -2.0847 2.9629 7.4503
H -2.8267 6.0998 8.1708
H -4.2393 5.1478 8.6676
H -3.3148 4.6945 7.2205
H -1.0533 4.7060 10.5768
H -2.4590 3.7641 11.0706
H -2.6478 5.4859 10.6681
C -5.4859 0.4710 5.6368
O -5.0032 -0.2615 4.7906
N -5.6212 0.1293 6.9275
C -6.2286 1.0038 7.9078
C -5.1422 -1.1778 7.3493
H -5.8759 1.4766 5.4033
H -5.5202 1.2266 8.7050
H -7.1104 0.5311 8.3450
H -6.5312 1.9346 7.4329
H -4.0739 -1.2698 7.1542
H -5.6568 -1.9644 6.7976
H -5.3262 -1.2989 8.4132
C 10.3717 -0.0969 -3.9285
O 11.2590 0.0858 -3.1240
N 10.5334 -0.6925 -5.1277
C 9.4298 -0.8838 -6.0448
C 11.8627 -1.1518 -5.4977
H 9.3269 0.2169 -3.7381
H 9.2826 -1.9473 -6.2482
H 9.6262 -0.3721 -6.9898
H 8.5301 -0.4764 -5.6080
H 12.2254 -1.8835 -4.7757
H 12.5624 -0.3164 -5.5088
H 11.8229 -1.6047 -6.4849
C -8.3401 -3.0079 -0.7606
O -7.3252 -2.3565 -0.5766
N -9.0591 -3.5824 0.2147
C -10.2625 -4.3448 -0.0571
C -8.6098 -3.4267 1.5898
H -8.7591 -3.1769 -1.7672
H -11.1199 -3.8948 0.4454
H -10.1503 -5.3720 0.2940
H -10.4542 -4.3601 -1.1277
H -8.5738 -2.3713 1.8585
H -7.6078 -3.8389 1.7092
H -9.2973 -3.9466 2.2512

Its HOMO-LUMO gap is 5.53 eV. The energy is -8409.41284 hartree. The net charge is +1. The spin multiplicity is 1. The value obtained for the molar mass is 1320.62 g mol⁻¹. Its highest occupied orbital energy is -10.1907 eV.



No. 2
Below is 2 unconnected molecules or ions with the total composition C6H14NO in a non-equilibrium geometry, with properties calculated with wB97M-V/def2-TZVPD.

Positions of all 22 atoms, in Å:
C -1.4015 1.4925 1.5360
C 0.0478 1.1648 1.2755
C 0.5898 0.8986 -0.1467
C -0.2160 -0.1407 -0.9549
C -0.4868 0.4394 -2.2250
C -1.7596 -2.0523 -0.7974
N -0.5330 -1.3372 -0.3986
H -1.9202 1.9985 0.7046
H -2.1127 0.6727 1.8770
H -1.3835 2.2138 2.3883
H 0.7693 1.8379 1.7610
H 0.2785 0.2180 1.8996
H 0.6306 1.8296 -0.7787
H 1.6474 0.6054 -0.0221
H 0.0319 1.3945 -2.3371
H -0.8888 -0.0276 -3.1674
H -1.8040 -3.1381 -0.3301
H -1.8476 -2.1698 -1.8918
H -2.5926 -1.3848 -0.5392
H 4.6408 -1.7413 1.4075
H 4.0004 -1.6748 0.0026
O 4.3099 -1.0993 0.7370

Its HOMO-LUMO gap is 5.85 eV. The energy is -366.57422 hartree. The net charge is +1. The spin multiplicity is 1. The value obtained for the molar mass is 116.18 g mol⁻¹. The energy above the lowest of the compared OMol25 structures with the same formula, charge and spin comes out at 5.252 eV. Its highest occupied orbital energy is -14.0772 eV.



Please write out number 2 again, unchanged.
Below is 2 unconnected molecules or ions with the total composition C6H14NO in a non-equilibrium geometry, with properties calculated with wB97M-V/def2-TZVPD.

Positions of all 22 atoms, in Å:
C -1.4015 1.4925 1.5360
C 0.0478 1.1648 1.2755
C 0.5898 0.8986 -0.1467
C -0.2160 -0.1407 -0.9549
C -0.4868 0.4394 -2.2250
C -1.7596 -2.0523 -0.7974
N -0.5330 -1.3372 -0.3986
H -1.9202 1.9985 0.7046
H -2.1127 0.6727 1.8770
H -1.3835 2.2138 2.3883
H 0.7693 1.8379 1.7610
H 0.2785 0.2180 1.8996
H 0.6306 1.8296 -0.7787
H 1.6474 0.6054 -0.0221
H 0.0319 1.3945 -2.3371
H -0.8888 -0.0276 -3.1674
H -1.8040 -3.1381 -0.3301
H -1.8476 -2.1698 -1.8918
H -2.5926 -1.3848 -0.5392
H 4.6408 -1.7413 1.4075
H 4.0004 -1.6748 0.0026
O 4.3099 -1.0993 0.7370

Its HOMO-LUMO gap is 5.85 eV. The energy is -366.57422 hartree. The net charge is +1. The spin multiplicity is 1. The value obtained for the molar mass is 116.18 g mol⁻¹. The energy above the lowest of the compared OMol25 structures with the same formula, charge and spin comes out at 5.252 eV. Its highest occupied orbital energy is -14.0772 eV.



- What is the formula in the second record?
  C6H14NO